Run w
The following is a quantum chemistry calculation of 10 unconnected molecules or ions with the total composition C4H31N2O9, from the OMol25 dataset.

Element x y z (Å)
C: -1.66309 1.36992 2.33927
N: -2.74600 0.86020 1.50957
C: -0.35632 1.59982 1.62885
N: 0.15874 0.35666 0.92643
C: 1.14013 -0.40079 1.73551
C: 2.38547 0.43492 2.05582
H: -1.98124 2.33317 2.72766
H: -1.61907 0.74147 3.22613
H: -2.81060 1.34076 0.61870
H: -2.59144 -0.12229 1.30402
H: -0.40700 2.40296 0.89688
H: 0.45756 1.84975 2.30191
H: -0.69912 -0.11246 0.62478
H: 0.50506 0.56526 -0.02082
H: 1.34873 -1.39230 1.34990
H: 0.59151 -0.60602 2.65345
H: 2.28494 0.83973 3.06105
H: 3.29351 -0.14558 1.95568
H: 2.45076 1.31626 1.42061
H: 2.86724 -0.73522 -1.00239
H: 2.42166 0.21752 -2.10306
O: 2.26663 0.01776 -1.17276
H: 2.91417 -2.83439 -0.74591
H: 4.10916 -2.05563 -0.35377
O: 3.66794 -2.35981 -1.16171
H: -1.07116 -0.97820 -3.15220
H: -0.09126 -0.79601 -2.09068
O: -0.68064 -1.49030 -2.42962
H: -4.01883 -1.47376 -1.39144
H: -2.53937 -1.47681 -1.72797
O: -3.30980 -0.87727 -1.66076
H: 2.36775 2.33818 -1.10284
H: 2.21866 3.90647 -0.84632
O: 1.79230 3.04919 -0.79998
H: -0.66154 -2.70867 1.05879
H: -2.11398 -2.65543 1.30361
O: -1.42538 -2.14897 0.85493
H: -1.20935 1.51687 -1.76073
H: 0.28570 1.89912 -1.85238
O: -0.31261 1.14343 -1.82319
H: 0.43749 -2.69609 -1.43919
H: 1.37503 -3.81288 -1.59088
O: 0.98328 -3.26847 -0.88969
H: -3.30182 0.89903 -1.36731
H: -3.68212 2.31530 -1.79533
O: -3.03165 1.83361 -1.27264

Its total charge is +1. As for the lowest unoccupied orbital energy: -0.091 hartree. The HOMO-LUMO gap is 9.91 eV. The HOMO energy comes out at -12.389 eV.

---

Run x
The following is a quantum chemistry calculation of 10 unconnected molecules or ions with the total composition C4H31N2O9, from the OMol25 dataset.

Element x y z (Å)
C: 2.47412 2.20733 -1.86562
N: 1.99774 0.87886 -2.22366
C: 0.95252 0.83919 -3.27686
C: 1.77323 2.74967 -0.57197
N: 0.90945 1.82257 0.16350
C: 0.81079 2.02775 1.66839
H: 3.52121 2.11739 -1.58492
H: 2.34521 2.96920 -2.63397
H: 2.77345 0.29567 -2.51191
H: 0.10538 1.47996 -3.08763
H: 1.33353 0.74454 -4.29461
H: 0.59475 -0.19247 -3.11968
H: 2.55927 3.26391 -0.01731
H: 1.11566 3.60279 -0.76703
H: 1.29602 0.87931 0.14986
H: -0.04415 1.72787 -0.23689
H: -0.00140 1.36060 1.94844
H: 1.67422 1.67874 2.19386
H: 0.66965 3.08902 1.83475
H: -1.52750 -2.38053 -2.48274
H: -0.12346 -1.97538 -1.76965
O: -1.07192 -2.13629 -1.66311
H: -2.03002 0.23447 4.25897
H: -0.81203 0.36001 5.03672
O: -1.15098 0.62872 4.17006
H: -1.96930 -0.49851 1.40002
H: -3.25959 0.33058 1.08352
O: -2.29952 0.39111 1.13775
H: 0.53895 -2.39923 3.49000
H: 1.45103 -3.38496 2.76763
O: 1.20677 -2.44314 2.79448
H: -0.67853 -3.83464 1.09109
H: -0.24710 -4.53372 2.47563
O: -0.10328 -4.46331 1.53899
H: -4.45523 0.45092 -2.59224
H: -4.07973 -0.26899 -1.23272
O: -4.31841 0.55746 -1.64854
H: -1.28222 0.06996 -1.73044
H: -1.91027 0.59622 -0.52353
O: -1.19012 0.85212 -1.16803
H: -0.99492 -1.58870 0.25440
H: -0.32057 -2.22995 1.47230
O: -1.17099 -1.88064 1.16635
H: 1.93115 -0.84820 -0.92401
H: 1.75043 -1.83615 0.23643
O: 1.25670 -1.31110 -0.40607

Its total charge is +1. As for the lowest unoccupied orbital energy: -0.092 hartree. The HOMO-LUMO gap is 10.29 eV. The HOMO energy comes out at -12.802 eV.

---

Of them, run w has the highest stability.

---

Run w
The following is a quantum chemistry calculation of C2H3FO2 in the gas phase, from the OMol25 dataset.

Element x y z (Å)
F: -1.09533 -1.41431 0.30065
C: -0.45477 -0.43861 -0.39699
C: 0.67107 0.23920 0.35933
O: -0.11420 1.44283 0.31280
O: -1.16421 0.77534 -0.39080
H: -0.27669 -0.83488 -1.40416
H: 0.81183 -0.11710 1.38156
H: 1.62232 0.34753 -0.16239

As for the lowest unoccupied orbital energy: 0.037 hartree. The HOMO-LUMO gap is 11.05 eV. The HOMO energy comes out at -10.044 eV.

---

Run x
The following is a quantum chemistry calculation of C2H3FO2 in the gas phase, from the OMol25 dataset.

Element x y z (Å)
O: 1.16329 -0.64465 -0.73504
C: 0.21078 -0.42506 0.23702
F: 0.53954 -1.09301 1.38291
C: -0.48797 0.87176 0.24753
O: -1.10855 -0.34610 -0.09245
H: 1.04847 -1.28348 -1.43568
H: -0.97766 1.37659 0.96952
H: -0.38790 1.54394 -0.57382

As for the lowest unoccupied orbital energy: 0.029 hartree. The HOMO-LUMO gap is 11.91 eV. The HOMO energy comes out at -11.129 eV.

---

Of them, run x has the highest stability.

---

Run w
The following is a quantum chemistry calculation of a gas-phase ion, C5H6NO (charge +1), from the OMol25 dataset.

Element x y z (Å)
C: -2.36720 -0.02081 -0.05108
N: -0.99789 0.26728 0.23292
O: -0.70476 1.31954 0.92649
C: 0.00662 -0.55864 -0.10879
C: 1.30300 -0.15125 -0.03664
C: 2.72414 -0.44837 -0.17826
C: 2.37372 0.72275 0.31656
H: -2.86879 -0.96422 0.23522
H: -2.33055 -0.04956 -1.14240
H: -2.93017 0.88858 0.27438
H: -0.14259 -1.50810 -0.51437
H: 3.36407 -1.09363 -0.86668
H: 2.57040 1.59644 0.91266

Its total charge is +1. As for the lowest unoccupied orbital energy (spin up / spin down): -0.225 / -0.225 hartree. The HOMO-LUMO gap (spin up / spin down) is 8.40 / 8.40 eV. The HOMO energy (spin up / spin down) comes out at -14.538 / -14.536 eV.

---

Run x
The following is a quantum chemistry calculation of a gas-phase ion, C5H6NO (charge +1), from the OMol25 dataset.

Element x y z (Å)
C: 0.43337 -0.40888 -0.19139
C: 1.80204 -0.32116 -0.02982
C: 2.87177 -1.15363 0.14234
C: -0.58241 0.38288 -0.15632
C: -2.02215 0.38478 0.14865
N: 2.18810 1.03261 -0.03655
O: 1.46171 1.96632 0.03459
H: 2.87438 -2.26715 0.10482
H: 3.82942 -0.81046 0.24332
H: 0.09682 1.40492 -0.10531
H: -2.23534 0.79458 1.13569
H: -2.34364 -0.56984 -0.02801
H: -2.56134 1.14642 -0.50789

Its total charge is +1. As for the lowest unoccupied orbital energy: -0.248 hartree. The HOMO-LUMO gap is 8.25 eV. The HOMO energy comes out at -14.993 eV.

---

Run y
The following is a quantum chemistry calculation of a gas-phase ion, C5H6NO (charge +1), from the OMol25 dataset.

Element x y z (Å)
O: -2.46605 0.45188 0.08981
N: -1.34822 0.05451 -0.05466
C: -0.89905 -1.22417 0.19437
C: 0.42548 -1.32514 -0.07557
C: 0.93932 -0.02955 -0.52052
C: 0.82481 1.02908 0.56460
C: -0.25528 0.86739 -0.49198
H: -1.58106 -1.97035 0.56802
H: 1.03118 -2.20816 0.04568
H: 1.74487 0.03870 -1.23541
H: 0.61903 0.72447 1.58141
H: 1.45749 1.90292 0.48833
H: -0.49252 1.68843 -1.15408

Its total charge is +1. As for the lowest unoccupied orbital energy (spin up / spin down): -0.256 / -0.256 hartree. The HOMO-LUMO gap (spin up / spin down) is 8.79 / 8.79 eV. The HOMO energy (spin up / spin down) comes out at -15.765 / -15.766 eV.

---

Of them, run y has the highest stability.

---

Run w
The following is a quantum chemistry calculation of C10H10N2O2 in the gas phase, from the OMol25 dataset.

Element x y z (Å)
C: -2.79363 -1.92619 0.92123
C: -2.36267 -1.01676 0.00841
C: -1.84134 -2.31334 1.89817
C: -1.08944 -0.46164 -0.00205
C: -0.58003 -1.77182 1.99329
C: -0.10508 -0.96174 0.95121
C: 1.55363 1.91143 -0.17532
C: 0.66471 2.94287 -3.40476
C: 1.74687 0.32361 -0.24670
C: 1.26166 -0.43949 0.84209
N: 1.39627 2.58242 -1.23523
N: 1.12967 2.18671 -2.39224
O: 0.44566 2.60553 -4.55176
O: 2.08244 -0.71993 1.84822
H: -3.77546 -2.49609 0.97803
H: -3.02664 -0.82892 -0.75414
H: -2.23986 -2.88777 2.75089
H: -1.02395 0.26332 -0.82127
H: -0.03574 -2.26778 2.81531
H: 1.97441 2.28601 0.71585
H: 0.75296 3.97640 -3.08905
H: 1.38380 0.14037 -1.23932
H: 2.77642 0.22512 -0.18005
H: 1.70534 -1.35232 2.36919

As for the lowest unoccupied orbital energy (spin up / spin down): -0.022 / -0.070 hartree. The HOMO-LUMO gap (spin up / spin down) is 8.44 / 5.08 eV. The HOMO energy (spin up / spin down) comes out at -9.049 / -6.982 eV.

---

Run x
The following is a quantum chemistry calculation of a molecular structure, C10H10N2O2, from the OMol25 dataset.

Element x y z (Å)
C: 0.35135 0.84437 -2.71827
C: 0.85941 -0.40844 -2.54657
C: 0.01615 -1.35059 -2.01479
C: -1.25660 -1.04606 -1.66194
C: -1.83315 0.21053 -2.01275
C: -0.97238 1.24731 -2.44624
C: 0.83836 0.60476 2.67448
C: 1.96556 0.81106 1.73269
C: 1.60242 0.27371 0.50587
C: -0.66400 -0.55486 0.99893
H: 1.09757 1.78841 -2.84491
H: 1.90622 -0.66806 -2.55612
H: 0.45598 -2.33610 -1.68215
H: -2.04079 -1.65703 -1.26726
H: -2.86010 0.54189 -1.67843
H: -1.32227 2.30150 -2.72612
H: -0.79546 -0.36221 2.92441
H: 2.98722 1.18899 1.97292
H: 2.52673 -0.00181 -0.28018
H: 0.15226 -0.73133 -0.76100
N: -0.30570 0.06190 2.09808
N: 0.40481 -0.38377 0.19416
O: 0.78448 0.75330 3.94751
O: -1.81496 -0.95354 0.77558

As for the lowest unoccupied orbital energy: 0.016 hartree. The HOMO-LUMO gap is 9.80 eV. The HOMO energy comes out at -9.358 eV.

---

Of them, run x has the highest stability.

---

Run w
The following is a quantum chemistry calculation of CH6N4S in the gas phase, from the OMol25 dataset.

Element x y z (Å)
H: 1.57584 0.23790 1.69500
N: 0.64411 -0.14359 1.69239
C: 0.18838 0.02742 0.52551
N: -1.18046 -0.41942 0.42367
N: -1.39994 -1.02910 -0.84414
N: 0.71628 0.65496 -0.57282
S: 2.17839 1.51206 -0.54689
H: -1.20827 -1.05409 1.23051
H: -1.10261 -2.00729 -0.79549
H: -2.41155 -0.99224 -1.04549
H: 0.27237 0.43468 -1.45359
H: 1.72746 2.77872 -0.30866

As for the lowest unoccupied orbital energy: 0.029 hartree. The HOMO-LUMO gap is 9.96 eV. The HOMO energy comes out at -9.172 eV.

---

Run x
The following is a quantum chemistry calculation of CH6N4S in the gas phase, from the OMol25 dataset.

Element x y z (Å)
H: 0.40795 2.62863 -0.64325
N: -0.14929 1.88822 -1.25902
C: 0.01155 0.75355 -0.61093
N: -0.36029 -0.41223 -1.23387
N: -1.03689 -1.40848 -0.41732
N: 0.54990 0.44795 0.72550
S: 0.87695 -0.87534 1.67558
H: -0.89954 -0.40057 -2.24450
H: -1.85426 -1.06000 0.09345
H: -0.27254 -1.91584 0.21647
H: 0.27600 1.20134 1.66151
H: 2.45046 -0.84725 2.03638

As for the lowest unoccupied orbital energy: 0.010 hartree. The HOMO-LUMO gap is 9.46 eV. The HOMO energy comes out at -9.189 eV.

---

Of them, run w has the highest stability.